{
  "formula": "C30H66O22",
  "method": "wB97M-V/def2-TZVPD",
  "elements": ["C", "C", "C", "C", "C", "C", "O", "O", "H", "H", "H", "H", "H", "H", "C", "C", "C", "C", "C", "C", "O", "O", "H", "H", "H", "H", "H", "H", "C", "C", "O", "O", "H", "H", "H", "H", "H", "H", "C", "C", "O", "O", "H", "H", "H", "H", "H", "H", "C", "C", "O", "O", "H", "H", "H", "H", "H", "H", "C", "C", "O", "O", "H", "H", "H", "H", "H", "H", "C", "C", "O", "O", "H", "H", "H", "H", "H", "H", "C", "C", "O", "O", "H", "H", "H", "H", "H", "H", "C", "C", "O", "O", "H", "H", "H", "H", "H", "H", "C", "C", "O", "O", "H", "H", "H", "H", "H", "H", "C", "C", "O", "O", "H", "H", "H", "H", "H", "H"],
  "xyz": [[3.672626, -3.721058, -2.514821], [4.345394, -4.649913, -3.285410], [5.085661, -4.347492, -4.357179], [5.303094, -3.041950, -4.673315], [4.665558, -2.044165, -3.878252], [3.847312, -2.356496, -2.844365], [3.168619, -1.370848, -2.156200], [5.650819, -5.427605, -4.967820], [3.154844, -4.053068, -1.655775], [4.404962, -5.628883, -2.867801], [6.077048, -2.788369, -5.379539], [4.734049, -1.039924, -4.213261], [2.347929, -1.646763, -1.680481], [6.189171, -5.026086, -5.660016], [0.427249, 1.272823, 0.247380], [1.062578, 1.080905, -0.939006], [0.266864, 0.612448, -2.037892], [-1.072945, 0.409057, -1.886786], [-1.648883, 0.487875, -0.650678], [-0.893971, 0.813216, 0.430685], [-1.369056, 0.623502, 1.723178], [0.834037, 0.406779, -3.322078], [1.077312, 1.602017, 1.069720], [2.080570, 1.361552, -1.036845], [-1.698637, 0.107144, -2.707333], [-2.760393, 0.138372, -0.439705], [-0.605546, 0.710675, 2.337808], [1.713030, 0.746493, -3.255805], [4.748940, 2.843712, -0.879043], [4.338652, 2.275985, -2.212024], [2.991478, 2.742376, -2.646262], [4.005905, 2.243823, 0.163157], [4.453576, 3.857190, -0.960114], [5.836532, 2.740703, -0.654412], [4.306387, 1.188739, -2.133359], [5.080028, 2.591306, -2.972522], [3.061134, 3.222416, -3.513841], [4.476191, 1.457052, 0.467674], [-3.836038, -3.335028, 2.065365], [-4.326208, -1.839278, 1.873417], [-4.251569, -1.539799, 0.481730], [-4.462260, -4.072818, 1.001775], [-4.030198, -3.772472, 3.042016], [-2.737056, -3.243878, 1.864353], [-3.667919, -1.128191, 2.418951], [-5.364103, -1.749097, 2.179432], [-4.582122, -2.347839, 0.068416], [-3.746543, -4.682471, 0.720615], [-1.887166, 5.515787, -0.812361], [-1.928321, 4.040108, -0.509383], [-2.670374, 3.482019, -1.631675], [-1.136916, 6.147067, 0.215636], [-2.957262, 5.837270, -0.816190], [-1.354992, 5.692926, -1.719666], [-2.446896, 3.775522, 0.382176], [-0.918344, 3.639766, -0.613290], [-3.586557, 3.572790, -1.347881], [-1.301283, 5.731181, 1.054025], [2.618606, 2.077673, 4.219558], [1.162723, 1.818757, 4.144566], [0.888237, 0.427350, 3.911856], [3.039125, 1.667845, 5.561354], [2.835190, 3.156130, 4.197517], [3.207133, 1.549674, 3.403492], [0.639098, 2.309426, 3.316387], [0.663737, 2.273046, 4.985256], [1.368697, -0.074605, 4.576999], [3.984432, 1.799638, 5.686313], [-2.942614, 3.993947, 4.853650], [-2.171117, 4.923059, 5.745703], [-0.789364, 5.084620, 5.343733], [-2.810687, 4.366020, 3.432207], [-3.983096, 3.887037, 5.218561], [-2.356121, 3.044519, 4.826488], [-2.179396, 4.429966, 6.705866], [-2.666494, 5.899594, 5.804022], [-0.872795, 5.153851, 4.418686], [-3.310601, 3.655749, 2.895949], [-1.482442, -5.090112, -0.553838], [-1.964772, -3.679657, -0.971471], [-1.484780, -2.713791, -0.094534], [-2.091025, -5.475418, 0.722003], [-0.356910, -5.069633, -0.405174], [-1.779919, -5.826121, -1.298138], [-3.093729, -3.614367, -0.921573], [-1.700416, -3.477808, -2.021327], [-1.950771, -1.861569, -0.228162], [-1.541507, -5.142718, 1.451652], [-5.672220, 3.056505, 0.970569], [-4.953243, 1.741140, 1.386431], [-3.767402, 2.205447, 2.168033], [-4.797810, 3.814546, 0.143101], [-5.911573, 3.596791, 1.905273], [-6.566346, 2.923822, 0.393714], [-4.665892, 1.011236, 0.509166], [-5.558283, 1.193943, 2.079736], [-3.033723, 1.638562, 1.931299], [-4.822963, 4.699745, 0.522180], [1.598434, -1.940892, 1.403084], [2.842268, -1.162815, 1.557424], [3.943770, -1.906211, 1.092464], [1.346543, -2.167055, 0.035329], [0.802579, -1.316249, 1.822584], [1.508259, -2.838670, 2.020515], [3.016959, -1.094521, 2.643500], [2.610962, -0.247864, 1.012244], [3.930257, -1.806752, 0.132652], [0.382974, -2.246481, -0.157560], [1.206777, -4.027152, -5.236759], [0.629814, -3.750124, -3.925762], [-0.192441, -2.622931, -3.913446], [0.192628, -4.198720, -6.251879], [1.714940, -5.023090, -5.108747], [1.968849, -3.240761, -5.501123], [1.492495, -3.741718, -3.260537], [-0.014150, -4.600541, -3.592582], [0.323406, -1.818728, -3.713880], [-0.600284, -3.739725, -5.969734]],
  "forces_ev_per_angstrom": [[1.47, 0.98, -1.13], [-1.78, -0.30, 2.99], [0.88, -0.41, -0.79], [-0.16, 1.19, 0.92], [0.78, -0.59, -1.75], [-1.82, -1.30, 1.24], [0.00, 0.46, 0.08], [0.60, 0.67, -0.79], [-0.60, -0.03, 0.83], [-0.26, -0.87, -0.26], [-0.19, 0.31, -0.43], [0.25, 0.89, 0.02], [0.81, -0.31, -0.20], [0.22, -0.62, -0.26], [0.13, -0.74, 1.10], [-1.80, -0.37, -1.91], [1.82, 0.62, -0.60], [-0.17, -0.40, -0.94], [-3.23, -1.16, 1.71], [1.37, 0.51, 1.12], [0.27, 0.48, 0.04], [-1.55, -0.27, 1.45], [-0.63, -0.06, -0.02], [0.63, 0.05, -0.22], [0.10, 0.00, -0.42], [2.35, 0.83, -0.68], [-0.66, -0.22, -0.28], [1.18, 0.42, -0.12], [0.11, -0.84, -0.06], [-0.23, 0.26, -1.37], [1.36, 0.12, -0.55], [-0.15, -0.15, 0.60], [-0.02, 1.31, 0.54], [-0.63, 0.18, -0.56], [-0.05, -0.10, -0.27], [-0.31, -0.33, 0.28], [0.11, -0.74, 1.40], [-0.12, 0.12, -0.11], [0.50, 1.87, -1.24], [0.53, -0.97, 0.27], [0.26, 0.30, 0.25], [0.68, -0.20, 0.66], [-0.16, 0.14, 0.09], [-0.81, -0.47, 0.35], [-0.50, -0.47, -0.28], [-0.18, 0.15, 0.35], [-0.09, -0.14, -0.18], [-0.51, -0.03, 0.11], [-0.61, -0.47, 2.37], [0.13, -0.32, -3.28], [0.23, -0.24, 0.60], [0.36, 1.09, -0.49], [0.75, 0.36, -0.37], [-0.07, 0.20, -0.77], [0.03, -0.04, 1.04], [-0.08, -0.17, 0.51], [-0.19, -0.19, -0.18], [-0.32, -0.32, 0.52], [1.88, 0.52, 0.51], [-0.86, -0.23, -1.20], [-0.16, 0.38, 0.37], [-0.41, -0.49, -0.71], [-0.26, -0.19, -0.55], [-0.74, 0.50, 0.94], [0.66, 0.21, -0.25], [-0.15, -0.40, 0.89], [-0.05, -0.12, 0.13], [-0.09, 0.04, -0.26], [1.37, -1.09, -1.95], [0.37, 0.39, -0.35], [-1.12, -0.46, 1.80], [-1.49, -0.33, 0.42], [0.46, -0.03, -0.40], [-0.92, 0.09, 0.84], [0.10, 0.19, 0.54], [0.12, -0.03, 0.10], [0.23, 0.24, -2.04], [1.04, 1.11, 0.99], [0.64, 1.25, 1.19], [-1.69, -0.91, -0.80], [0.94, 1.06, 0.57], [0.55, 0.07, -0.61], [-1.22, -0.13, -0.45], [0.08, -0.01, 0.09], [1.04, -0.54, -0.25], [0.26, -0.06, 0.21], [0.14, -0.63, 0.11], [-0.24, -0.10, -0.51], [0.95, -0.96, 0.38], [1.26, 0.62, -0.86], [-1.75, -0.72, -1.14], [-0.27, 0.64, 0.55], [0.10, -0.15, -0.39], [-0.72, -0.60, 0.00], [-0.38, 1.72, 1.60], [-0.57, -0.42, 0.28], [0.73, -0.34, 0.03], [0.33, 0.09, -0.36], [-2.21, 0.16, 0.55], [0.02, -1.18, 1.03], [0.60, 0.50, -0.80], [-0.32, -0.38, -1.02], [-0.16, 0.24, -0.08], [0.63, -0.42, -0.29], [-0.12, 0.82, -0.39], [0.80, 0.48, 0.22], [0.19, -0.27, -0.11], [0.51, -0.03, 0.49], [0.44, -1.13, -1.59], [-0.53, -1.04, 1.31], [-0.09, 1.21, 0.49], [0.97, -0.06, 0.25], [-0.11, 0.92, -0.49], [-0.71, -0.66, -0.05], [-0.27, 0.44, 0.48], [0.38, 0.41, -0.32], [-0.23, -0.24, -0.25], [-0.05, 0.33, 0.15]],
  "mol_weight_g_mol": 778.84,
  "e_tot_ev": -77219.6145,
  "gap_ev": 8.5,
  "smiles": "Oc1ccc(O)cc1.Oc1ccc(O)cc1.OCCO.OCCO.OCCO.OCCO.OCCO.OCCO.OCCO.OCCO.OCCO"
}